## P
Entry from the Open Molecules 2025 dataset: a structure of composition C12H13ClGaO2 (wB97M-V/def2-TZVPD).

Atoms and positions in Å:
1 C 0.945 -2.084 0.487
2 C 1.022 -2.068 -0.936
3 C -0.254 -1.687 -1.443
4 H 1.900 -2.277 -1.537
5 C -1.119 -1.444 -0.331
6 C -0.382 -1.699 0.865
7 H -0.775 -1.613 1.877
8 H 1.749 -2.347 1.170
9 H -0.534 -1.604 -2.490
10 H -2.159 -1.135 -0.388
11 Ga -0.289 1.177 -2.232
12 Cl 1.294 1.293 -0.786
13 C 0.053 2.610 -3.572
14 C -1.196 1.931 -3.887
15 C -0.878 0.593 -4.356
16 H -2.186 2.358 -3.869
17 C 0.549 0.457 -4.370
18 C 1.126 1.666 -3.857
19 H 2.193 1.864 -3.806
20 H 0.151 3.612 -3.182
21 H -1.576 -0.070 -4.860
22 H 1.091 -0.323 -4.918
23 C -3.559 2.547 -0.309
24 C -2.263 1.792 -0.284
25 O -1.608 1.731 0.731
26 O -1.942 1.185 -1.450
27 H -4.044 2.424 0.667
28 H -4.243 2.242 -1.104
29 H -3.344 3.619 -0.399

Calculated values
HOMO-LUMO gap = 5.4033 eV
net charge = -1


## Q
Entry from the Open Molecules 2025 dataset: a structure of composition C12H13ClGaO2 (wB97M-V/def2-TZVPD).

Atoms and positions in Å:
1 C 0.712 -1.884 0.843
2 C 0.768 -1.542 -0.549
3 C -0.556 -1.712 -1.066
4 H 1.627 -1.123 -1.113
5 C -1.410 -2.157 0.013
6 C -0.631 -2.235 1.201
7 H -0.995 -2.528 2.190
8 H 1.571 -1.896 1.521
9 H -0.829 -1.674 -2.145
10 H -2.463 -2.431 -0.029
11 Ga 0.035 1.225 -2.186
12 Cl 1.481 1.462 -0.506
13 C 0.177 2.658 -3.924
14 C -1.055 1.997 -4.255
15 C -0.747 0.792 -4.930
16 H -2.033 2.416 -4.110
17 C 0.656 0.671 -4.993
18 C 1.242 1.808 -4.386
19 H 2.294 2.049 -4.300
20 H 0.263 3.644 -3.498
21 H -1.491 0.123 -5.363
22 H 1.209 -0.144 -5.464
23 C -2.359 1.097 1.345
24 O -2.562 1.687 -0.062
25 C -1.848 1.724 -1.175
26 O -2.359 2.262 -2.181
27 H -3.140 1.495 1.995
28 H -1.413 1.389 1.812
29 H -2.528 0.026 1.266

Calculated values
HOMO-LUMO gap (spin up / spin down) = 5.2221 / 5.2234 eV
net charge = -1


What should be chosen as the most stable of them? Choose P.


## P
Entry from the Open Molecules 2025 dataset: a structure of composition C39H53InN5OP2STe (wB97M-V/def2-TZVPD).

Atoms and positions in Å:
1 In 0.193 -0.564 0.386
2 N 3.712 -2.329 2.701
3 C 3.116 -1.355 2.033
4 S 2.923 -1.458 0.325
5 N 2.626 -0.297 2.696
6 C 2.656 -0.111 4.126
7 C 2.076 -1.058 4.963
8 C 2.034 -0.823 6.329
9 C 2.565 0.349 6.850
10 C 3.147 1.286 6.008
11 C 3.194 1.059 4.640
12 H 4.160 -3.072 2.190
13 H 3.941 -2.215 3.681
14 H 2.483 0.535 2.142
15 H 1.641 -1.959 4.544
16 H 1.579 -1.552 6.987
17 H 2.526 0.532 7.916
18 H 3.571 2.194 6.415
19 H 3.657 1.782 3.978
20 C -4.503 -1.201 0.569
21 P -2.837 -0.752 -0.024
22 C -2.966 -1.090 -1.813
23 C -2.934 1.038 0.256
24 C -2.408 1.517 1.458
25 C -2.624 2.829 1.846
26 C -3.362 3.676 1.028
27 C -3.875 3.209 -0.176
28 C -3.670 1.892 -0.562
29 H -5.217 -0.632 -0.031
30 H -4.613 -0.924 1.616
31 H -4.685 -2.268 0.454
32 H -3.510 -0.290 -2.314
33 H -3.513 -2.025 -1.936
34 H -1.987 -1.200 -2.274
35 H -1.886 0.838 2.130
36 H -2.239 3.189 2.791
37 H -3.547 4.697 1.337
38 H -4.465 3.863 -0.805
39 H -4.126 1.534 -1.477
40 O 0.593 1.541 -0.333
41 P 0.905 2.526 -1.466
42 N 2.513 2.748 -1.676
43 C 3.412 1.590 -1.617
44 C 4.789 2.177 -1.907
45 C 4.725 3.618 -1.363
46 C 3.230 3.969 -1.245
47 N 0.369 1.965 -2.898
48 C -0.961 1.369 -3.037
49 C -0.853 0.590 -4.343
50 C 0.016 1.525 -5.196
51 C 1.050 2.074 -4.208
52 N 0.238 3.969 -1.168
53 C -0.328 4.877 -2.187
54 C -1.079 5.919 -1.359
55 C -0.252 5.993 -0.069
56 C 0.084 4.528 0.189
57 H 3.109 0.835 -2.349
58 H 3.382 1.116 -0.629
59 H 4.974 2.183 -2.981
60 H 5.580 1.600 -1.433
61 H 5.234 4.311 -2.028
62 H 5.207 3.690 -0.390
63 H 2.944 4.803 -1.884
64 H 2.974 4.241 -0.218
65 H -1.739 2.139 -3.118
66 H -1.177 0.766 -2.154
67 H -1.821 0.402 -4.805
68 H -0.341 -0.364 -4.181
69 H -0.600 2.337 -5.584
70 H 0.486 1.014 -6.033
71 H 1.337 3.100 -4.431
72 H 1.956 1.465 -4.208
73 H -0.970 4.345 -2.889
74 H 0.473 5.354 -2.759
75 H -2.092 5.573 -1.140
76 H -1.144 6.873 -1.878
77 H -0.792 6.443 0.762
78 H 0.659 6.568 -0.245
79 H -0.735 4.030 0.706
80 H 0.989 4.384 0.783
81 Te 0.340 -3.981 0.704
82 C 0.568 -5.990 0.067
83 C 0.432 -6.397 -1.253
84 C 0.463 -7.755 -1.530
85 C 0.638 -8.675 -0.502
86 C 0.779 -8.247 0.811
87 C 0.757 -6.890 1.108
88 C -1.751 -4.140 0.614
89 C -2.443 -3.869 1.799
90 C -3.768 -4.265 1.918
91 C -4.411 -4.867 0.843
92 C -3.736 -5.066 -0.361
93 C -2.400 -4.719 -0.477
94 H 0.322 -5.684 -2.060
95 H 0.359 -8.093 -2.553
96 H 0.682 -9.732 -0.729
97 H 0.915 -8.960 1.613
98 H 0.866 -6.557 2.134
99 H -1.937 -3.406 2.639
100 H -4.288 -4.118 2.856
101 H -5.442 -5.184 0.941
102 H -4.247 -5.521 -1.200
103 H -1.872 -4.922 -1.399

Calculated values
HOMO-LUMO gap (spin up / spin down) = 4.8854 / 4.5020 eV
net charge = +3


## Q
Entry from the Open Molecules 2025 dataset: a structure of composition C39H53InN5OP2STe (wB97M-V/def2-TZVPD).

Atoms and positions in Å:
1 In 0.104 0.601 0.416
2 N 3.449 -1.072 2.835
3 C 2.909 -0.066 2.179
4 S 2.562 -0.250 0.484
5 N 2.609 1.070 2.809
6 C 2.619 1.268 4.235
7 C 1.928 0.388 5.061
8 C 1.906 0.613 6.429
9 C 2.575 1.705 6.968
10 C 3.253 2.583 6.135
11 C 3.275 2.371 4.763
12 H 3.695 -1.914 2.337
13 H 3.798 -0.949 3.777
14 H 2.583 1.891 2.220
15 H 1.401 -0.459 4.635
16 H 1.350 -0.056 7.072
17 H 2.570 1.871 8.036
18 H 3.764 3.442 6.549
19 H 3.816 3.048 4.112
20 C -0.051 4.746 -0.502
21 P 0.520 3.414 0.588
22 C 0.629 4.187 2.223
23 C 2.205 3.182 -0.034
24 C 3.348 3.553 0.671
25 C 4.597 3.453 0.068
26 C 4.709 2.975 -1.229
27 C 3.573 2.567 -1.924
28 C 2.331 2.657 -1.323
29 H 0.619 5.596 -0.361
30 H -1.072 5.028 -0.243
31 H -0.014 4.427 -1.542
32 H 1.314 5.034 2.183
33 H 0.942 3.482 2.995
34 H -0.366 4.551 2.483
35 H 3.268 3.973 1.669
36 H 5.481 3.771 0.605
37 H 5.679 2.922 -1.705
38 H 3.662 2.195 -2.937
39 H 1.442 2.359 -1.878
40 O -0.182 -1.380 -0.509
41 P 0.039 -2.493 -1.524
42 N -1.407 -3.229 -1.769
43 C -2.507 -3.120 -0.777
44 C -3.124 -4.513 -0.746
45 C -2.924 -5.009 -2.179
46 C -1.534 -4.486 -2.539
47 N 1.148 -3.549 -0.959
48 C 2.123 -4.308 -1.772
49 C 2.518 -5.478 -0.875
50 C 2.343 -4.923 0.544
51 C 1.096 -4.050 0.424
52 N 0.578 -1.892 -2.943
53 C 1.636 -0.864 -2.927
54 C 1.837 -0.550 -4.403
55 C 1.686 -1.931 -5.045
56 C 0.520 -2.551 -4.274
57 H -3.239 -2.385 -1.132
58 H -2.139 -2.790 0.194
59 H -4.170 -4.489 -0.448
60 H -2.579 -5.157 -0.053
61 H -3.680 -4.582 -2.839
62 H -2.976 -6.093 -2.259
63 H -1.429 -4.301 -3.606
64 H -0.766 -5.210 -2.243
65 H 2.990 -3.680 -1.999
66 H 1.699 -4.641 -2.719
67 H 3.535 -5.811 -1.072
68 H 1.847 -6.324 -1.027
69 H 3.214 -4.324 0.819
70 H 2.214 -5.712 1.281
71 H 1.074 -3.215 1.128
72 H 0.194 -4.651 0.591
73 H 2.563 -1.254 -2.487
74 H 1.317 0.001 -2.335
75 H 2.805 -0.095 -4.602
76 H 1.051 0.118 -4.762
77 H 2.598 -2.510 -4.891
78 H 1.483 -1.880 -6.112
79 H 0.611 -3.633 -4.207
80 H -0.430 -2.312 -4.754
81 Te -2.559 0.724 -0.913
82 C -4.502 0.260 -0.185
83 C -5.444 0.152 -1.197
84 C -6.783 0.057 -0.839
85 C -7.148 0.046 0.500
86 C -6.179 0.113 1.495
87 C -4.839 0.222 1.158
88 C -2.834 2.765 -0.413
89 C -2.927 3.145 0.925
90 C -3.276 4.452 1.239
91 C -3.536 5.368 0.224
92 C -3.435 4.984 -1.107
93 C -3.080 3.679 -1.432
94 H -5.157 0.167 -2.241
95 H -7.538 -0.002 -1.612
96 H -8.193 -0.019 0.769
97 H -6.471 0.088 2.537
98 H -4.090 0.278 1.937
99 H -2.759 2.424 1.718
100 H -3.380 4.742 2.277
101 H -3.826 6.380 0.471
102 H -3.639 5.697 -1.895
103 H -3.020 3.378 -2.471

Calculated values
HOMO-LUMO gap = 5.2684 eV
net charge = +3


What should be chosen as the most stable of them? Choose Q.


## P
Entry from the Open Molecules 2025 dataset: an isolated molecule of C8H13N (wB97M-V/def2-TZVPD).

Atoms and positions in Å:
1 C 3.355 0.259 -0.344
2 C 2.226 0.445 0.346
3 C 0.914 0.368 -0.406
4 C 0.497 -0.929 -0.906
5 C -0.242 -0.265 0.255
6 N -0.299 -0.943 1.507
7 C -1.635 0.299 -0.001
8 C -1.979 1.609 0.152
9 C -2.584 -0.612 -0.639
10 H 3.429 0.150 -1.407
11 H 4.313 0.290 0.235
12 H 2.144 0.723 1.352
13 H 0.737 1.247 -1.108
14 H -0.143 -1.185 -1.787
15 H 1.265 -1.781 -0.717
16 H 0.585 -1.210 1.911
17 H -0.813 -0.474 2.219
18 H -2.945 2.040 0.105
19 H -1.209 2.378 0.263
20 H -2.456 -1.633 -0.222
21 H -3.606 -0.299 -0.408
22 H -2.513 -0.691 -1.721

Calculated values
HOMO-LUMO gap = 9.4925 eV
net charge = 0


## Q
Entry from the Open Molecules 2025 dataset: an isolated molecule of C8H13N (wB97M-V/def2-TZVPD).

Atoms and positions in Å:
1 H 1.047 -2.009 -0.334
2 N 0.718 -2.075 0.625
3 C 0.060 -1.072 1.016
4 C -0.420 -1.076 2.436
5 C -0.236 0.150 0.149
6 C -0.907 1.314 0.877
7 C -1.041 -0.266 -1.056
8 C 1.238 0.699 -0.298
9 C 1.575 0.711 -1.537
10 C 1.439 0.653 -2.846
11 H -1.506 -0.963 2.476
12 H 0.028 -0.256 3.001
13 H -0.139 -2.020 2.895
14 H -0.306 1.666 1.712
15 H -1.036 2.146 0.187
16 H -1.888 1.030 1.253
17 H -0.685 -1.184 -1.519
18 H -2.094 -0.386 -0.811
19 H -0.853 0.481 -1.906
20 H 1.833 1.079 0.516
21 H 1.882 -0.166 -3.398
22 H 1.292 1.547 -3.437

Calculated values
HOMO-LUMO gap = 10.3930 eV
net charge = 0


## R
Entry from the Open Molecules 2025 dataset: an isolated molecule of C8H13N (wB97M-V/def2-TZVPD).

Atoms and positions in Å:
1 C -1.971 0.482 -0.122
2 C -1.180 0.245 1.299
3 C -0.243 -0.925 0.734
4 C 1.134 -1.218 -0.015
5 C 2.307 -0.270 -0.061
6 C 1.428 1.102 0.067
7 N 0.242 0.813 -0.631
8 C -0.044 -0.613 -0.752
9 C -1.376 -0.533 -1.133
10 H -1.929 1.578 -0.379
11 H -2.959 0.210 0.028
12 H -0.737 1.156 1.598
13 H -1.679 -0.535 2.077
14 H -0.596 -1.928 1.016
15 H 1.181 -2.293 0.205
16 H 3.059 -0.312 0.719
17 H 2.953 -0.133 -1.126
18 H 1.962 2.278 0.019
19 H 1.145 1.215 1.254
20 H 0.664 1.170 -1.451
21 H -1.701 -1.546 -1.219
22 H -1.662 0.057 -2.130

Calculated values
HOMO-LUMO gap = 9.2736 eV
net charge = 0


What should be chosen as the most stable of them? Choose Q.